C18H17N3O3S as an isolated structure, computed with the ωB97M-V functional and the def2-TZVPD basis.

The geometry in XYZ format:
```
42
Properties=species:S:1:pos:R:3:nbo_charge:R:1
C 3.8574 -4.2897 -1.2050 -0.57
C 2.3837 -4.0792 -1.5427 -0.07
C 1.7498 -3.3098 -0.6774 -0.17
C 0.2788 -2.9762 -0.8180 -0.26
C -0.5071 -3.4203 -2.0262 -0.29
C 0.3137 -4.2082 -2.7145 -0.23
C 1.6197 -4.4611 -2.3871 -0.14
H 2.3083 -5.0082 -3.3910 0.15
H -0.0830 -4.5612 -3.7131 0.21
S -2.0942 -3.2776 -2.2805 0.36
C -2.3888 -1.9249 -1.0480 -0.50
C -1.8818 -0.4708 -1.4528 -0.51
C -2.2990 0.4123 -0.3742 0.79
O -2.2780 1.5112 -0.3681 -0.53
O -1.8826 -0.1457 0.8069 -0.60
C -1.8482 0.6123 2.2142 0.08
N -1.0959 1.6823 1.9685 -0.33
N -1.5321 2.9147 2.3427 0.07
N -0.7550 3.9027 2.0395 -0.28
C 0.4791 3.9707 1.7742 0.13
C 1.0831 5.2998 1.4543 -0.13
C 2.4764 5.2840 1.2134 -0.19
C 3.1399 4.0414 0.7181 -0.11
C 2.4442 2.8305 0.9828 -0.23
C 1.2501 2.9036 1.0711 -0.11
C 0.3858 1.4697 1.4057 0.72
O 0.6073 0.4285 1.2126 -0.50
H 3.0287 1.8962 0.4792 0.23
H 4.0016 4.1290 0.4213 0.17
H 2.8492 6.1269 0.9658 0.18
H 0.6752 6.1288 1.7425 0.20
H -2.8364 1.0955 2.2048 0.25
H -1.4283 -0.1035 2.8681 0.22
H -2.5498 -0.1431 -2.3050 0.23
H -0.9689 -0.6922 -1.5548 0.24
H -2.1372 -2.3542 -0.0670 0.25
H -3.6730 -1.8927 -1.3536 0.21
H -0.1807 -2.4528 0.2022 0.23
H 2.1926 -2.7351 0.3027 0.22
H 4.1464 -5.1900 -0.8587 0.21
H 4.3449 -4.1535 -2.0573 0.20
H 4.3355 -3.5596 -0.1910 0.19
```

Values from the calculation:
- relative energy (zero: lowest compared OMol25 entry of this formula, charge and spin) (kJ/mol) = 1899.9
- E_HOMO (eV) = -8.14
- gap between HOMO and LUMO (eV) = 7.2

A 3-piece molecular cluster, C20H23ClN2O8S3 overall, computed with the ωB97M-V functional and the def2-TZVPD basis.

The geometry in XYZ format:
```
57
Properties=species:S:1:pos:R:3:nbo_charge:R:1
C 6.4419 -3.0762 2.9607 -0.26
C 5.2933 -2.2512 3.1317 -0.05
C 3.8453 -1.5148 3.5319 -0.09
C 2.9867 -2.0334 4.8286 -0.13
S 3.6954 -3.4291 5.8696 -0.01
C 1.5232 -1.3833 5.2660 -0.24
C 0.8477 -0.1427 4.3831 0.03
C -0.6334 0.5297 4.7366 -0.45
C -1.7586 -0.6028 5.1103 -0.41
C -3.0967 -0.5644 4.1101 -0.42
C -3.8703 -2.0393 4.2427 -0.61
S -5.2847 -2.2563 3.0340 1.82
O -4.7266 -3.1321 1.8467 -0.85
O -6.5191 -3.0315 3.6385 -0.83
Cl -6.0024 -0.4728 2.1962 -0.16
C 1.7739 0.3867 3.0949 0.10
N 1.3947 1.5257 2.1708 -0.58
S 2.7032 1.6175 1.0152 0.85
N 3.8821 0.3538 1.4174 -0.53
C 3.2450 -0.2694 2.6513 0.12
H 7.4611 -3.6309 3.2099 0.29
H 4.1279 -4.5091 5.0748 0.18
H 0.9308 -1.7916 6.1973 0.25
H -0.5406 1.2868 5.6261 0.25
H -0.9691 1.1037 3.7617 0.25
H -1.3604 -1.7078 5.0529 0.22
H -2.1487 -0.3784 6.1949 0.22
H -2.8050 -0.3903 2.9886 0.24
H -3.8887 0.2333 4.4994 0.23
H -4.2966 -2.1815 5.3244 0.27
H -3.0548 -2.8687 3.9903 0.29
C -0.8655 -1.2662 -3.0540 -0.63
C 0.2974 -0.5589 -2.3794 0.06
C -0.0752 0.6916 -1.6390 -0.09
O 1.1276 1.4403 -1.6768 -0.50
C 1.7902 1.0469 -2.8059 0.97
O 2.7632 1.6174 -3.2709 -0.59
O 1.2152 -0.0683 -3.3462 -0.48
H -0.6895 -1.4053 -4.1256 0.26
H -1.0134 -2.2553 -2.6071 0.21
H -1.8084 -0.7237 -2.9298 0.22
H 0.8413 -1.2592 -1.7335 0.18
H -0.3719 0.4938 -0.6050 0.20
H -0.8591 1.2787 -2.1302 0.19
C 1.1886 3.9540 -6.8289 -0.64
C 0.3144 2.7313 -7.0489 0.06
C -1.0950 3.0358 -7.4633 -0.09
O -1.8045 1.9025 -6.9934 -0.49
C -1.1054 1.4297 -5.9180 0.97
O -1.5212 0.5879 -5.1389 -0.60
O 0.1194 2.0282 -5.8300 -0.48
H 1.6287 3.9634 -5.8266 0.25
H 2.0082 3.9649 -7.5555 0.22
H 0.6357 4.8888 -6.9685 0.21
H 0.7986 2.0432 -7.7529 0.19
H -1.2013 3.1329 -8.5474 0.21
H -1.5144 3.9259 -6.9813 0.18
```

Values from the calculation:
- E_HOMO (eV) = -8.44
- gap between HOMO and LUMO (eV) = 6.5

A 2-piece molecular cluster, C4H6O2 overall, computed with the ωB97M-V functional and the def2-TZVPD basis.

The geometry in XYZ format:
```
12
Properties=species:S:1:pos:R:3:nbo_charge:R:1
O 0.0957 1.6522 -0.8948 -0.70
C 0.5666 0.5412 -0.3672 0.42
C -1.0206 -1.1399 -0.0407 -0.35
C -1.2476 -0.1357 0.8507 -0.40
C 1.6933 0.0004 0.0881 0.10
O 2.5925 0.6577 -0.5500 -0.66
H 0.7523 1.9568 -1.5402 0.54
H -0.9901 -2.2112 0.1289 0.22
H -1.1925 -0.9931 -1.0888 0.21
H -1.4193 -0.3866 1.8861 0.21
H -1.6216 0.8666 0.7079 0.24
H 1.7913 -0.8084 0.8201 0.17
```

Values from the calculation:
- relative energy (zero: lowest compared OMol25 entry of this formula, charge and spin) (kJ/mol) = 621.2
- E_HOMO (eV) = -7.63
- gap between HOMO and LUMO (eV) = 7.7

One molecule with the formula C18H25N3O4, computed with the ωB97M-V functional and the def2-TZVPD basis.

The geometry in XYZ format:
```
50
Properties=species:S:1:pos:R:3:nbo_charge:R:1
C -0.0557 1.4050 4.6899 -0.60
C 1.0095 1.4617 3.6012 -0.40
C 1.0466 0.1529 2.8146 -0.38
C 2.0169 0.1494 1.6183 0.04
C 3.4720 0.4198 2.0244 -0.40
C 4.4493 0.2584 0.8599 -0.40
C 5.8688 0.6180 1.2809 -0.60
N 1.5768 1.0393 0.5679 -0.62
C 1.2151 0.4001 -0.5578 0.81
O 0.8079 0.8852 -1.5901 -0.65
N 1.3907 -0.9660 -0.3259 -0.48
C 1.1446 -1.9973 -1.3103 -0.32
C -0.3575 -2.2918 -1.5105 0.67
O -0.8280 -3.3742 -1.2466 -0.59
N -1.0217 -1.2273 -2.0136 -0.62
C -2.3871 -1.1021 -2.2917 0.18
C -3.2898 -2.1566 -2.1781 -0.27
C -4.6191 -1.9355 -2.4785 -0.17
C -5.0754 -0.6932 -2.8884 -0.35
C -4.1750 0.3609 -3.0012 0.40
O -4.4973 1.6280 -3.3892 -0.51
C -5.8367 1.9099 -3.7112 -0.25
C -2.8327 0.1476 -2.7017 -0.33
C 1.8948 -1.2101 0.9250 0.71
O 2.1779 -2.2861 1.3777 -0.57
H 0.1488 0.5899 5.3797 0.21
H -0.0748 2.3351 5.2523 0.21
H -1.0398 1.2462 4.2550 0.21
H 0.7881 2.2924 2.9276 0.19
H 1.9800 1.6474 4.0629 0.20
H 0.0435 -0.0603 2.4348 0.21
H 1.3308 -0.6685 3.4745 0.22
H 3.7358 -0.2809 2.8173 0.23
H 3.5482 1.4350 2.4180 0.21
H 4.4278 -0.7755 0.5096 0.21
H 4.1438 0.9009 0.0303 0.20
H 5.9203 1.6530 1.6123 0.20
H 6.5554 0.4903 0.4482 0.21
H 6.1964 -0.0212 2.0971 0.20
H 1.5541 2.0403 0.6530 0.42
H 1.6246 -2.9087 -0.9461 0.26
H 1.5831 -1.6908 -2.2649 0.23
H -0.4833 -0.3752 -2.1675 0.44
H -2.9487 -3.1261 -1.8593 0.25
H -5.3224 -2.7503 -2.3930 0.21
H -6.1215 -0.5619 -3.1139 0.21
H -5.8573 2.9622 -3.9908 0.20
H -6.4994 1.7514 -2.8539 0.18
H -6.1842 1.3054 -4.5554 0.18
H -2.1445 0.9741 -2.7930 0.22
```

Values from the calculation:
- relative energy (zero: lowest compared OMol25 entry of this formula, charge and spin) (kJ/mol) = 7.7
- E_HOMO (eV) = -8.27
- gap between HOMO and LUMO (eV) = 8.9

C15H12N2O6S2SbSe4Tc as an isolated structure, computed with the ωB97M-V functional and the def2-TZVPD basis.

The geometry in XYZ format:
```
43
Properties=species:S:1:pos:R:3:nbo_charge:R:1
Tc -0.1467 0.0754 1.0789 0.65
N -0.7110 0.3664 -2.2429 -0.82
C -1.9731 -0.1938 -1.9396 0.13
C -3.0903 0.2102 -2.6374 -0.17
C -4.3488 -0.3749 -2.4388 -0.18
C -4.4804 -1.4256 -1.5772 -0.14
C -3.3691 -1.8506 -0.8182 -0.11
C -3.4620 -2.9622 0.0470 -0.03
C -2.3739 -3.3715 0.7690 -0.26
C -1.2342 -2.5756 0.7275 0.11
N -1.1138 -1.4863 -0.0288 -0.47
C -2.1303 -1.1755 -0.9209 0.21
H -0.7943 1.0432 -2.9926 0.40
H -0.0461 -0.3391 -2.5342 0.39
H -2.9847 0.9852 -3.3880 0.24
H -5.1956 -0.0186 -3.0085 0.25
H -5.4193 -1.9538 -1.4760 0.24
H -4.4040 -3.4923 0.1199 0.25
H -2.3965 -4.2450 1.4032 0.26
H -0.3807 -2.8182 1.3535 0.22
O -0.0173 1.3812 2.6832 -0.87
S -1.2746 0.8588 3.3638 2.36
O -1.1520 0.5562 4.7359 -0.83
O -1.5655 -0.3824 2.4840 -0.86
C -2.4208 2.1982 3.1695 -0.37
C -3.1960 2.4664 4.2765 -0.13
C -3.9242 3.6582 4.3382 -0.15
C -3.8429 4.5836 3.3240 -0.15
C -3.0688 4.3224 2.1903 -0.16
C -2.3546 3.1476 2.1144 -0.26
S -1.6893 2.7397 0.5311 2.39
O -2.4012 3.3993 -0.4988 -0.85
O -0.1819 3.0768 0.4432 -0.91
O -1.7778 1.2406 0.5021 -0.91
H -3.2149 1.7661 5.1001 0.27
H -4.5446 3.8535 5.2022 0.26
H -4.3924 5.5125 3.3913 0.26
H -3.0426 5.0179 1.3620 0.27
Se 2.2037 -5.2010 0.2123 -0.13
Sb 2.9676 -2.9885 -0.6265 0.94
Se 1.0210 1.5888 -0.0637 1.02
Se 1.7087 -0.8051 -0.0462 -0.25
Se 1.9645 -4.7007 -2.1356 -0.12
```

Values from the calculation:
- relative energy (zero: lowest compared OMol25 entry of this formula, charge and spin) (kJ/mol) = 49.3
- E_HOMO (alpha / beta) (eV) = -14.05 / -14.05
- net charge = +2
- gap between HOMO and LUMO (alpha / beta) (eV) = 4.9 / 4.9